{
  "formula": "C25H16ClN2O4PRhS2",
  "method": "ωB97M-V with the def2-TZVPD basis set",
  "de_lowest_kj_mol": 6.3,
  "gap_ha": 0.276,
  "total_energy_ev": -83849.675,
  "total_charge": -1,
  "lumo_energy_ev": 2.155,
  "homo_energy_ev": -5.37,
  "species": ["Rh", "Cl", "C", "C", "C", "C", "O", "C", "C", "O", "C", "H", "H", "H", "H", "O", "C", "O", "C", "P", "C", "C", "C", "C", "C", "C", "C", "C", "C", "C", "C", "C", "H", "H", "H", "H", "H", "H", "H", "H", "H", "H", "H", "H", "S", "C", "S", "C", "C", "N", "C", "N"],
  "positions_angstrom": [[0.04356, 0.80570, 0.10785], [3.20437, 0.94934, 6.76841], [2.68172, 0.67152, 5.12458], [3.07552, -0.50197, 4.46322], [2.67488, -0.73553, 3.17862], [1.84461, 0.17702, 2.46187], [1.52596, -0.11726, 1.25442], [1.47119, 1.36368, 3.15297], [0.69998, 2.42461, 2.56691], [0.19449, 2.48891, 1.45035], [1.90266, 1.58323, 4.47768], [3.69849, -1.21972, 4.98142], [2.97335, -1.63793, 2.66086], [0.56551, 3.30274, 3.21877], [1.60464, 2.49532, 4.98097], [-2.28737, -1.71116, 2.39088], [-1.68853, -1.13963, 1.49670], [-1.32535, 0.09770, 1.50998], [-1.37133, -1.95365, 0.21644], [-0.57298, -0.93575, -1.07108], [0.73701, -1.98669, -1.77501], [0.71767, -2.57228, -3.03517], [1.78201, -3.35857, -3.45908], [2.86479, -3.57582, -2.62464], [2.87932, -3.01231, -1.35522], [1.82577, -2.22074, -0.93043], [-1.81104, -0.62223, -2.34776], [-3.15977, -0.62572, -1.99731], [-4.11728, -0.22323, -2.91323], [-3.73890, 0.20299, -4.17866], [-2.39723, 0.23253, -4.52495], [-1.43550, -0.17622, -3.61340], [-2.30395, -2.38450, -0.15028], [-0.71854, -2.78586, 0.47640], [-0.13302, -2.44455, -3.68916], [1.75798, -3.79944, -4.44746], [3.69604, -4.18293, -2.96071], [3.72273, -3.17672, -0.69638], [1.86520, -1.74842, 0.04244], [-3.46924, -0.90419, -0.99745], [-5.16097, -0.21808, -2.62652], [-4.48695, 0.54000, -4.88431], [-2.09098, 0.60974, -5.49167], [-0.38850, -0.07161, -3.86839], [1.50980, 1.48228, -1.54324], [0.20519, 2.34048, -2.27605], [-1.16486, 2.25054, -1.25445], [0.23761, 2.95188, -3.51480], [-0.92934, 3.54672, -4.07011], [-1.87420, 4.02977, -4.52213], [1.42512, 2.95460, -4.29931], [2.38418, 2.95707, -4.93965]],
  "atomic_forces_ev_per_a": [[0.05, 0.62, 0.31], [0.00, -0.01, -0.02], [0.01, -0.01, 0.02], [0.00, 0.01, 0.00], [0.00, 0.00, -0.03], [0.00, 0.00, -0.03], [-0.10, -0.31, 0.05], [-0.01, 0.01, 0.04], [-0.02, 0.03, 0.02], [0.22, -0.06, -0.09], [-0.01, 0.00, 0.00], [0.00, 0.00, 0.00], [0.00, -0.01, 0.01], [-0.01, 0.00, -0.01], [0.00, 0.00, 0.00], [0.00, -0.03, 0.02], [-0.09, 0.08, -0.07], [-0.02, -0.01, -0.06], [-0.15, 0.09, -0.03], [0.17, -0.46, 0.04], [0.04, 0.02, 0.11], [-0.13, -0.09, 0.01], [-0.06, 0.01, -0.01], [0.03, -0.01, 0.04], [0.00, -0.02, -0.03], [0.09, 0.02, -0.14], [-0.02, -0.01, -0.01], [0.03, -0.08, -0.03], [-0.04, 0.04, -0.06], [-0.04, -0.01, 0.04], [0.08, -0.02, 0.03], [-0.01, 0.12, -0.02], [0.08, -0.10, 0.05], [0.08, 0.04, 0.03], [-0.03, 0.09, -0.03], [0.00, 0.00, 0.00], [0.00, 0.00, 0.00], [0.00, 0.00, 0.00], [-0.03, 0.02, 0.02], [0.00, 0.01, -0.04], [0.00, 0.00, -0.01], [0.00, 0.00, 0.00], [0.00, 0.00, 0.00], [0.06, -0.09, -0.01], [0.11, 0.16, -0.14], [0.06, 0.06, -0.11], [-0.36, -0.10, 0.11], [0.03, -0.04, -0.01], [0.01, 0.07, 0.05], [-0.01, -0.05, -0.02], [0.00, 0.03, 0.02], [-0.01, -0.02, 0.00]]
}



{
  "formula": "C42H109N3O24S8",
  "method": "ωB97M-V with the def2-TZVPD basis set",
  "multiplicity": 2,
  "gap_ha": [0.293, 0.116],
  "total_energy_ev": -185598.179,
  "total_charge": 1,
  "lumo_energy_ev": [-2.197, -7.028],
  "homo_energy_ev": [-10.18, -10.18],
  "species": ["C", "C", "N", "C", "C", "C", "C", "H", "H", "H", "H", "H", "H", "H", "H", "H", "H", "H", "H", "H", "H", "H", "C", "C", "N", "C", "C", "C", "C", "H", "H", "H", "H", "H", "H", "H", "H", "H", "H", "H", "H", "H", "H", "H", "C", "C", "N", "C", "C", "C", "C", "H", "H", "H", "H", "H", "H", "H", "H", "H", "H", "H", "H", "H", "H", "H", "O", "S", "O", "O", "C", "C", "C", "H", "H", "H", "H", "H", "H", "H", "H", "O", "S", "O", "O", "C", "C", "C", "H", "H", "H", "H", "H", "H", "H", "H", "O", "S", "O", "O", "C", "C", "C", "H", "H", "H", "H", "H", "H", "H", "H", "O", "S", "O", "O", "C", "C", "C", "H", "H", "H", "H", "H", "H", "H", "H", "O", "S", "O", "O", "C", "C", "C", "H", "H", "H", "H", "H", "H", "H", "H", "O", "S", "O", "O", "C", "C", "C", "H", "H", "H", "H", "H", "H", "H", "H", "O", "S", "O", "O", "C", "C", "C", "H", "H", "H", "H", "H", "H", "H", "H", "O", "S", "O", "O", "C", "C", "C", "H", "H", "H", "H", "H", "H", "H", "H"],
  "positions_angstrom": [[-0.19581, 7.02518, -0.03313], [0.92154, 6.66635, -1.07643], [1.46911, 5.33415, -0.85937], [2.24429, 4.83396, -2.00177], [1.27983, 4.27386, -3.07202], [2.25021, 5.16710, 0.36949], [3.54308, 5.96045, 0.50189], [0.23071, 7.01284, 0.96988], [-0.94093, 6.23041, -0.06817], [-0.64746, 7.99112, -0.25913], [0.52168, 6.78514, -2.08346], [1.66908, 7.45134, -0.96209], [2.76183, 5.65167, -2.50337], [2.97818, 4.04770, -1.82490], [0.45036, 4.96625, -3.21579], [1.70042, 4.12965, -4.06721], [0.93072, 3.26390, -2.85710], [2.40934, 4.09195, 0.28684], [1.67793, 5.27325, 1.29108], [4.17138, 5.74726, 1.36670], [3.26326, 7.01374, 0.52107], [4.16278, 5.83740, -0.38633], [3.70110, 0.64598, -1.65499], [5.08612, 1.33272, -2.01036], [6.20984, 0.99654, -1.15968], [6.66335, -0.40040, -1.08080], [6.86851, -1.02167, -2.50351], [5.95549, 1.42746, 0.26486], [5.60022, 2.89498, 0.40112], [2.95453, 0.79808, -2.43448], [3.39283, 1.06327, -0.69637], [3.83159, -0.43399, -1.58613], [5.39746, 1.21267, -3.04803], [4.94885, 2.41318, -2.05338], [7.59646, -0.38194, -0.51771], [5.91751, -1.00938, -0.56996], [6.02026, -0.87252, -3.17158], [7.76012, -0.64844, -3.00733], [7.05425, -2.08830, -2.37747], [6.84448, 1.32514, 0.88721], [5.08442, 0.91426, 0.67226], [5.64510, 3.19019, 1.44943], [4.60368, 3.12288, 0.02289], [6.35641, 3.55789, -0.01939], [-7.34857, -3.01175, 1.23047], [-7.02563, -2.83928, -0.27403], [-5.62904, -2.40893, -0.40694], [-5.34441, -1.06383, 0.22545], [-3.89710, -0.99194, 0.61845], [-5.19550, -2.29741, -1.83176], [-5.56575, -3.53498, -2.65342], [-6.57642, -3.56941, 1.76046], [-8.32298, -3.49559, 1.29777], [-7.61030, -2.06180, 1.69652], [-7.05240, -3.86379, -0.64519], [-7.75136, -2.19374, -0.76871], [-5.55314, -0.25444, -0.47414], [-5.95022, -0.90214, 1.11704], [-3.62710, -1.91220, 1.13642], [-3.19981, -0.72871, -0.17691], [-3.72871, -0.28446, 1.43037], [-4.12762, -2.08504, -1.88312], [-5.66286, -1.39813, -2.23299], [-5.12532, -3.45157, -3.64698], [-6.64075, -3.55404, -2.83263], [-5.29917, -4.52225, -2.27616], [-2.94264, -4.04931, 2.18393], [-2.41662, -5.19062, 1.44665], [-1.17780, -5.85390, 1.83526], [-3.52066, -6.41741, 1.32285], [-4.79039, -6.24708, 0.69918], [-4.73775, -6.98251, -0.64443], [-2.33350, -4.71428, -0.34591], [-4.96384, -5.18542, 0.52343], [-5.58145, -6.58654, 1.36782], [-5.64619, -6.96451, -1.24651], [-4.52449, -8.03436, -0.45405], [-3.90269, -6.59662, -1.22911], [-1.85474, -5.55181, -0.85330], [-1.74945, -3.79895, -0.44159], [-3.34560, -4.46025, -0.66092], [1.97273, 5.38190, 3.96451], [0.71840, 6.11377, 4.20286], [0.56566, 7.55166, 3.82628], [-0.42338, 5.22201, 3.44503], [-1.75949, 5.73247, 3.30479], [-2.56322, 4.56828, 2.70330], [0.19221, 5.76534, 5.98022], [-1.78816, 6.55927, 2.59509], [-2.22205, 5.99177, 4.25711], [-1.93021, 3.85806, 2.17135], [-3.22422, 4.88216, 1.89543], [-3.28733, 4.07692, 3.35317], [-0.77681, 6.25444, 6.07970], [1.01442, 6.07243, 6.62657], [0.07983, 4.68349, 6.05145], [-1.36546, 2.30562, 4.91415], [-0.74364, 0.96513, 4.77020], [-1.51494, -0.24183, 4.53185], [0.55361, 1.02011, 3.72541], [1.37162, 2.17711, 3.77591], [2.28093, 1.90677, 2.55722], [0.22270, 0.64897, 6.33249], [1.90543, 2.46785, 4.68068], [0.79485, 3.06249, 3.50845], [2.99059, 2.71997, 2.40493], [1.70344, 1.75287, 1.64567], [2.92094, 1.03384, 2.68564], [-0.44519, 0.62504, 7.19357], [0.91219, 1.46705, 6.54095], [0.73219, -0.31167, 6.25712], [1.31588, -6.09829, -3.37135], [2.41951, -6.96665, -2.96426], [3.74127, -6.91530, -3.61852], [2.62037, -6.87341, -1.32051], [1.42799, -6.44144, -0.63758], [1.72094, -5.02923, -0.08039], [1.81643, -8.71811, -3.01705], [1.15137, -7.07590, 0.20447], [0.54801, -6.34897, -1.27413], [0.84258, -4.58375, 0.38665], [2.14018, -4.28565, -0.75820], [2.40312, -5.11142, 0.76577], [1.57792, -8.91326, -4.06257], [1.04656, -8.93236, -2.27577], [2.67711, -9.33757, -2.76482], [-2.69415, 7.51843, -1.99721], [-3.55651, 6.33390, -2.07813], [-4.11406, 5.71409, -0.87758], [-4.76203, 6.79444, -3.13390], [-5.84742, 5.88689, -3.36556], [-6.99864, 6.66525, -4.05088], [-2.74246, 5.00207, -3.11394], [-6.20124, 5.39104, -2.46165], [-5.49560, 5.03651, -3.94967], [-6.63340, 6.96005, -5.03465], [-7.32139, 7.53437, -3.47767], [-7.81057, 5.95018, -4.18338], [-1.70086, 4.97071, -2.79428], [-2.82320, 5.16832, -4.18815], [-3.26557, 4.08298, -2.84985], [2.64614, -3.72060, -6.10055], [3.32183, -2.68381, -5.34928], [4.40751, -1.83764, -5.83938], [2.12829, -1.66101, -4.73863], [1.17922, -2.15226, -3.82096], [-0.17761, -1.58656, -4.34898], [3.86823, -3.35982, -3.72113], [1.30655, -1.92159, -2.76329], [1.12734, -3.23243, -3.95744], [-1.04010, -1.96704, -3.80176], [-0.22452, -1.90070, -5.39168], [-0.11266, -0.50514, -4.22888], [3.14545, -4.08861, -3.35431], [3.92772, -2.42318, -3.16682], [4.85110, -3.81563, -3.84070], [3.59193, -5.39334, 5.85675], [2.26605, -5.28636, 5.20071], [0.98581, -5.07300, 5.95193], [2.31423, -4.01525, 4.18156], [3.45566, -3.82409, 3.35329], [3.18565, -2.55083, 2.63839], [2.02790, -6.65971, 3.97686], [3.58247, -4.66404, 2.67029], [4.38794, -3.79337, 3.91722], [2.72462, -1.74290, 3.20655], [2.55888, -2.68063, 1.75612], [4.18938, -2.27973, 2.31107], [2.08261, -7.58736, 4.54658], [2.91539, -6.79086, 3.35778], [1.12584, -6.42858, 3.41033], [-0.98809, -1.32497, -0.91893], [0.17662, -0.91549, -0.15445], [1.47914, -1.50143, -0.41820], [0.26361, 0.71654, -0.14101], [-0.90715, 1.41038, 0.14196], [-0.85707, 2.77256, -0.49747], [-0.14289, -1.18733, 1.68483], [-0.93763, 1.67747, 1.19829], [-1.80960, 0.92587, -0.23078], [-0.03691, 3.35589, -0.07896], [-1.81637, 3.28696, -0.44059], [-0.68985, 2.63444, -1.56568], [-0.80997, -0.40825, 2.05380], [0.81956, -1.04021, 2.17488], [-0.48440, -2.20220, 1.88858]],
  "atomic_forces_ev_per_a": [[0.86, -0.94, -0.74], [-0.77, 0.83, 1.03], [0.54, -0.10, 0.20], [-1.34, 0.39, -1.77], [0.06, -0.24, -0.28], [-0.03, -1.08, 0.19], [-0.15, 0.44, -0.73], [-0.01, 0.26, 0.05], [-0.28, 0.13, 0.00], [0.04, -0.15, 0.06], [-0.04, -0.30, -0.02], [0.47, 0.10, -0.21], [0.47, 0.22, 0.11], [0.01, 0.11, 0.85], [-0.13, -0.21, 0.13], [0.56, 0.41, -0.03], [-0.34, 0.18, 0.52], [0.62, -0.29, 0.59], [-0.41, 0.27, -0.22], [-0.37, -0.15, 0.17], [0.25, 0.13, 0.23], [0.12, -0.06, -0.12], [1.34, -0.17, 0.20], [0.07, 1.01, -2.03], [-3.08, -1.58, 3.36], [1.21, -0.07, -3.00], [0.39, 0.03, 0.75], [0.82, 2.32, -0.14], [0.10, 0.71, 0.05], [0.25, 0.43, 0.00], [-0.37, -0.18, -0.12], [-0.02, 0.00, 0.22], [-0.14, -0.95, -0.07], [-0.02, 0.13, 0.86], [-0.12, -0.19, 0.11], [-0.25, 0.35, 0.36], [-0.05, -0.15, 0.18], [-0.05, 0.29, 0.14], [-0.23, -0.03, -0.01], [0.01, -0.89, -0.31], [0.25, -0.83, -0.26], [-0.34, -0.35, 0.18], [0.11, 0.21, 0.00], [-0.11, -0.09, -0.52], [-1.22, 0.63, -0.79], [1.11, -0.64, 1.61], [0.49, 1.39, -0.44], [-0.12, -1.07, -0.28], [0.66, 0.09, 1.06], [-0.45, -0.76, 0.95], [-0.29, 0.53, -0.72], [-0.09, 0.18, 0.00], [0.12, -0.62, 0.04], [0.68, 0.13, 0.24], [-0.30, 0.20, -0.54], [-0.18, 0.06, -0.21], [-0.40, 0.15, -0.20], [-0.10, -0.26, -0.18], [0.23, -0.34, -0.51], [-0.15, -0.40, -0.05], [-0.20, 0.59, -0.11], [0.16, -0.24, 0.25], [-0.31, 0.06, -0.56], [0.15, 0.01, -0.04], [-0.04, -0.05, 0.07], [0.27, 0.21, 0.45], [0.66, -1.71, -0.70], [-0.66, -0.04, -1.16], [-1.57, 0.86, -0.31], [1.80, 0.73, 1.05], [-0.41, 0.74, -1.16], [0.19, -0.49, 0.46], [0.26, 0.05, 1.44], [-0.14, 0.22, 0.10], [0.25, -0.22, 0.05], [-0.10, 0.35, 0.23], [0.04, -0.07, 0.01], [-0.18, 0.01, -0.11], [-0.28, 0.13, -0.11], [0.18, -0.07, 0.20], [0.04, -0.27, -0.07], [-1.95, 1.26, 0.18], [-0.14, 0.82, 0.00], [0.43, -3.69, 1.06], [1.42, 0.80, 0.60], [-1.13, -0.89, -0.83], [-0.80, 0.06, -0.86], [0.55, 0.15, -1.82], [0.32, 0.18, 0.35], [0.40, 0.28, 0.09], [0.25, -0.18, 0.52], [0.06, 0.70, -0.12], [0.69, -0.22, 0.49], [0.34, 0.16, 0.43], [-0.38, 0.42, -0.02], [-0.04, 0.04, -0.25], [1.29, -2.80, -0.96], [0.52, 0.93, 2.74], [1.01, 1.81, -0.70], [-2.30, -0.74, 1.71], [0.59, 1.18, -2.64], [0.83, 0.36, 0.49], [-0.58, 0.29, -0.47], [-0.03, -0.93, 0.33], [-0.31, -0.08, 0.18], [-0.21, 0.34, -0.02], [-0.15, 0.14, 0.13], [-0.18, -0.33, 0.27], [-0.38, -0.10, -0.35], [0.06, -0.05, -0.42], [-0.05, 0.13, -0.23], [1.77, -0.63, 0.44], [0.22, -1.58, -0.35], [-2.71, 0.33, 1.74], [-0.36, -0.05, -1.76], [-0.28, 2.25, 0.80], [-0.10, -0.23, 0.88], [1.24, 0.78, -0.26], [0.48, -0.43, -0.22], [0.32, -0.39, -0.33], [-0.34, -0.13, -0.22], [-0.11, -0.36, -0.40], [0.35, -0.10, -0.08], [-0.42, 0.02, 0.20], [-0.22, 0.46, -0.37], [0.12, 0.18, 0.01], [-1.56, -2.29, -0.09], [0.05, 0.92, -1.15], [0.74, 0.79, -1.68], [1.26, -0.37, 1.60], [-0.91, -0.15, 0.10], [1.19, -0.93, 0.01], [-0.56, 0.58, 1.05], [0.09, 0.54, 0.49], [0.06, 0.18, -0.62], [-0.25, 0.25, 0.01], [0.09, -0.18, 0.01], [-0.16, 0.20, -0.01], [-0.11, -0.04, 0.03], [-0.06, 0.45, 0.24], [0.14, 0.01, 0.04], [1.03, 1.39, 0.30], [-0.58, -0.18, 1.77], [-2.01, -1.08, 0.36], [2.77, 0.37, -0.98], [-2.56, -1.14, -0.93], [1.14, -0.37, 0.58], [0.00, 0.54, -1.30], [0.73, 0.28, -0.20], [-0.02, -0.22, 0.36], [0.13, 0.00, 0.09], [-0.25, 0.34, 0.01], [-0.33, 0.06, -0.33], [0.04, 0.29, -0.02], [0.02, -0.35, 0.46], [-0.12, 0.03, -0.11], [-2.87, 0.06, -1.28], [-0.97, 0.37, 1.18], [3.82, -0.77, -1.95], [-0.40, -1.07, 1.10], [-0.10, -0.39, 0.55], [0.61, 0.42, -1.23], [0.91, 0.49, 1.09], [-0.20, -0.04, -0.24], [-0.21, 0.16, 0.46], [0.34, -0.24, 0.48], [0.02, -0.16, -0.05], [-0.08, 0.72, -0.38], [-0.89, 0.09, 0.20], [0.02, 0.73, -0.21], [-0.01, -0.33, 0.23], [1.43, 0.48, 0.28], [-1.26, -0.78, 2.76], [-0.84, 1.29, -0.41], [1.93, -2.26, -0.98], [-1.85, 2.04, 0.43], [0.44, -0.16, -1.05], [0.64, 0.40, -1.28], [-0.30, -0.92, 0.42], [0.20, -0.48, 0.40], [-0.20, 0.29, -0.15], [0.05, 0.06, 0.49], [0.20, 0.16, -0.11], [-0.23, -0.40, -0.25], [-0.02, 0.03, -0.22], [-0.25, 0.12, -0.30]]
}